Record 1
Formula: C2H2F2IrLiO
Source: OMol25
Level of theory: wB97M-V/def2-TZVPD

Results
* Kohn-Sham gap (alpha / beta): 0.3888 / 0.3008 hartree
* highest occupied orbital energy (alpha / beta): -0.9381 / -0.9866 Ha
* spin multiplicity: 6
* charge: +3
* calculated total energy: -462.64849 hartree

Atoms and positions in Å:
1 O -4.52128 1.25964 0.68397
2 Ir -2.75530 1.23891 1.54316
3 F -5.95201 -0.38414 0.61434
4 H -6.40616 2.82534 1.44360
5 H -7.62294 1.37669 1.37469
6 C -6.56119 1.74951 1.49584
7 F -1.86496 0.08674 2.45143
8 Li -1.72811 -1.45557 3.24911
9 C -5.88928 0.92421 0.71781

Record 2
Formula: C2H2F2LaLiO
Source: OMol25
Level of theory: wB97M-V/def2-TZVPD

Results
* Kohn-Sham gap: 0.2310 hartree
* highest occupied orbital energy: -0.5974 Ha
* spin multiplicity: 1
* charge: +2
* energy relative to the best compared isomer or geometry (same formula, charge and spin): 11.31 kcal per mole
* calculated total energy: -390.89400 hartree

Atoms and positions in Å:
1 H -0.91584 0.88408 1.03585
2 C -0.40447 -0.46721 -0.59875
3 La 2.72913 0.90435 0.17199
4 F -2.48229 -0.11231 0.30153
5 C -1.20531 0.32350 0.14290
6 H -0.81807 -1.10134 -1.39157
7 O 0.91114 -0.62477 -0.31590
8 Li 0.74576 -2.50639 0.02936
9 F 1.43994 2.70008 0.62460

Record 3
Formula: C2H2F2N4
Source: OMol25
Level of theory: wB97M-V/def2-TZVPD

Results
* Kohn-Sham gap: 0.4223 hartree
* highest occupied orbital energy: -0.4127 Ha
* SMILES: FC(F)c1nn[nH]n1
* spin multiplicity: 1
* energy relative to the best compared isomer or geometry (same formula, charge and spin): 44.07 kcal per mole
* calculated total energy: -496.06518 hartree

Atoms and positions in Å:
1 F 2.53131 0.68535 -0.59297
2 F 1.80616 -0.42326 1.18838
3 N -0.55417 1.18467 0.26408
4 N -0.79729 -1.00318 -0.34359
5 N -2.04974 -0.51817 -0.14155
6 N -1.80464 0.63744 0.28705
7 C 1.58944 -0.39485 -0.16153
8 H -2.57507 1.07278 0.56407
9 C 0.13427 0.03586 -0.30833
10 H 1.71973 -1.27665 -0.75561

Record 4
Formula: C2H2F2O2S
Source: OMol25
Level of theory: wB97M-V/def2-TZVPD

Results
* Kohn-Sham gap: 0.4008 hartree
* highest occupied orbital energy: -0.3846 Ha
* spin multiplicity: 1
* energy relative to the best compared isomer or geometry (same formula, charge and spin): 50.20 kcal per mole
* calculated total energy: -825.67011 hartree

Atoms and positions in Å:
1 S 1.15080 -0.12268 -1.59338
2 F -0.52296 -0.10812 -1.35380
3 C -1.44483 -0.00357 1.42930
4 O 1.34926 1.50939 -1.80970
5 O 1.81701 -0.52588 -0.41990
6 H 2.03356 1.94376 -1.18666
7 H -1.69866 0.89888 1.21120
8 C -1.43070 -1.16615 1.69647
9 F -1.25347 -2.42565 2.02645

Record 5
Formula: C2H2F2O3
Source: OMol25
Level of theory: wB97M-V/def2-TZVPD

Results
* Kohn-Sham gap: 0.4112 hartree
* highest occupied orbital energy: -0.4041 Ha
* spin multiplicity: 1
* energy relative to the best compared isomer or geometry (same formula, charge and spin): 54.87 kcal per mole
* calculated total energy: -502.80395 hartree

Atoms and positions in Å:
1 H 1.44031 0.49220 -0.65508
2 H -2.18047 -0.11880 1.45075
3 F 2.31686 -1.31652 0.57697
4 O 2.34453 0.31239 -0.90890
5 C -0.99500 -0.55602 -0.18154
6 F -1.67434 -1.71607 -0.28874
7 O -1.44261 0.10057 0.78924
8 O 4.21072 -0.23416 0.27929
9 C 3.05059 -0.34173 -0.01354

Record 6
Formula: C2H2F2OS
Source: OMol25
Level of theory: wB97M-V/def2-TZVPD

Results
* Kohn-Sham gap: 0.3470 hartree
* highest occupied orbital energy: -0.3797 Ha
* spin multiplicity: 1
* energy relative to the best compared isomer or geometry (same formula, charge and spin): 47.43 kcal per mole
* calculated total energy: -750.48011 hartree

Atoms and positions in Å:
1 S 1.96774 -0.00283 -0.53684
2 O 3.09641 -0.09418 0.39313
3 C -0.62423 -0.10144 -0.48774
4 C 0.55928 -0.07451 0.29037
5 F -1.43816 1.00813 -0.39990
6 F -1.29792 -1.13502 0.01898
7 H -0.39309 -0.26460 -1.50492
8 H 0.52452 0.00884 1.63489

Record 7
Formula: C2H2F3NO
Source: OMol25
Level of theory: wB97M-V/def2-TZVPD

Results
* Kohn-Sham gap: 0.5056 hartree
* highest occupied orbital energy: -0.4737 Ha
* SMILES: OC(F)(F)F.C#N
* spin multiplicity: 1
* energy relative to the best compared isomer or geometry (same formula, charge and spin): 29.29 kcal per mole
* calculated total energy: -506.98740 hartree

Atoms and positions in Å:
1 F -1.25400 0.09659 2.24328
2 O -0.28260 0.36075 0.30041
3 N 1.53674 -0.08737 -1.65660
4 H 3.65655 -0.46285 -1.07775
5 F -2.34461 1.07039 0.60836
6 C 2.54999 -0.36305 -1.29420
7 H -0.36897 0.34502 -0.57467
8 C -1.45885 0.10428 0.86508
9 F -2.03425 -1.06376 0.58608

Record 8
Formula: C2H2F4O
Source: OMol25
Level of theory: wB97M-V/def2-TZVPD

Results
* Kohn-Sham gap: 0.4837 hartree
* highest occupied orbital energy: -0.4534 Ha
* SMILES: FO[C@@H](F)C(F)F
* spin multiplicity: 1
* energy relative to the best compared isomer or geometry (same formula, charge and spin): 98.37 kcal per mole
* calculated total energy: -551.95861 hartree

Atoms and positions in Å:
1 C -0.92020 0.08886 0.35839
2 O 1.32246 -0.05144 0.60798
3 F -1.88406 0.27497 -0.59922
4 H 0.21691 0.75036 -1.18051
5 F 2.50430 0.46697 0.17181
6 F -1.29625 -1.01825 1.02437
7 F 0.56060 -1.29659 -1.00348
8 C 0.37368 -0.12028 -0.36024
9 H -0.87745 0.90539 0.98088

Record 9
Formula: C2H2F6OSi
Source: OMol25
Level of theory: wB97M-V/def2-TZVPD

Results
* Kohn-Sham gap: 0.3964 hartree
* highest occupied orbital energy: -0.3940 Ha
* SMILES: O[SiH](C(F)(F)F)C(F)(F)F
* spin multiplicity: 1
* calculated total energy: -1041.36512 hartree

Atoms and positions in Å:
1 F -1.38027 -1.63235 0.56611
2 Si 0.86147 0.22571 0.03132
3 F -0.32837 1.43348 2.06562
4 H 1.35826 0.04948 -2.07831
5 F -1.71846 1.00236 0.46134
6 C -0.46724 1.42773 0.74160
7 F -0.44119 2.68070 0.47317
8 F -0.84649 -1.54769 -1.53101
9 C -0.37138 -1.58179 -0.24242
10 F 0.39520 -2.64491 -0.11691
11 O 1.06726 0.73283 -1.44674
12 H 1.87120 -0.14555 1.07624

Record 10
Formula: C2H2FIO
Source: OMol25
Level of theory: wB97M-V/def2-TZVPD

Results
* Kohn-Sham gap: 0.2890 hartree
* highest occupied orbital energy: -0.3385 Ha
* SMILES: F/C=C/OI
* spin multiplicity: 1
* energy relative to the best compared isomer or geometry (same formula, charge and spin): 39.12 kcal per mole
* calculated total energy: -550.11128 hartree

Atoms and positions in Å:
1 H 0.76771 -0.62472 -1.26647
2 O -1.17978 -0.72798 -0.67016
3 C 0.07959 -0.21292 -0.59851
4 C 0.67556 0.31791 0.48093
5 I -2.78246 0.06521 0.22061
6 F 2.09648 0.55083 0.35625
7 H 0.34290 0.63167 1.47735